1.
{
  "formula": "C14H30BF10N3O8PdS2",
  "method": "ωB97M-V/def2-TZVPD",
  "symbols": ["Pd", "B", "F", "F", "F", "F", "C", "F", "F", "F", "S", "O", "O", "N", "S", "O", "O", "C", "F", "F", "F", "C", "O", "C", "C", "N", "C", "C", "O", "C", "H", "H", "H", "H", "H", "H", "H", "H", "H", "H", "H", "H", "H", "H", "H", "C", "O", "C", "C", "N", "C", "C", "O", "C", "H", "H", "H", "H", "H", "H", "H", "H", "H", "H", "H", "H", "H", "H", "H"],
  "coordinates": [[0.2026, 0.0204, -0.0050], [-0.2329, -0.3363, 3.4817], [-0.3060, -1.7313, 3.7431], [-0.3643, -0.2073, 2.1210], [-1.2620, 0.3046, 4.1361], [0.9485, 0.2624, 3.8466], [-1.5281, -0.3183, -3.6794], [-0.9820, -1.4642, -3.6815], [-1.8690, -0.1206, -4.9670], [-2.6005, -0.2993, -2.9736], [-0.3704, 1.1496, -2.9759], [0.0934, 1.8651, -4.1720], [-1.2063, 1.9136, -2.0043], [0.7380, 0.1266, -2.0003], [1.9058, 0.2177, -3.1020], [1.6259, -0.4953, -4.3426], [2.5841, 1.5073, -3.2419], [3.1187, -1.0167, -2.2870], [4.0483, -1.3092, -3.1197], [3.4620, -0.4934, -1.0610], [2.4479, -2.1002, -2.0391], [-4.8943, -2.9266, -1.5704], [-3.9149, -2.3343, -0.7472], [-3.2251, -3.1904, 0.2448], [-2.0983, -2.3038, 0.9262], [-1.2689, -1.7146, -0.2255], [-0.3159, -2.7898, -0.5286], [0.8453, -2.8563, 0.4666], [1.5172, -1.6044, 0.6542], [2.5938, -1.6464, 1.6370], [-5.0032, -2.2491, -2.4173], [-5.8978, -3.0538, -1.1644], [-4.6074, -3.8824, -2.0090], [-2.9040, -4.1785, -0.0850], [-3.8622, -3.5737, 1.0419], [-1.6318, -2.7960, 1.7795], [-2.5602, -1.4998, 1.4992], [-1.9807, -1.6364, -0.9377], [0.1931, -2.7252, -1.4903], [-0.7192, -3.7902, -0.3722], [1.6125, -3.5478, 0.1182], [0.4422, -3.2033, 1.4180], [3.2105, -0.7506, 1.5638], [3.0183, -2.6473, 1.5591], [2.1414, -1.7047, 2.6270], [3.6106, 4.5621, 2.4076], [3.1243, 3.2973, 1.9093], [3.0288, 3.2358, 0.4954], [2.3276, 1.9698, 0.1470], [1.1119, 1.8632, 1.0467], [0.0939, 2.9257, 0.8270], [-1.3408, 2.4280, 1.1882], [-1.6235, 1.1776, 0.5809], [-3.0050, 0.9505, 0.6471], [3.9353, 4.5397, 3.4479], [2.9499, 5.4020, 2.1926], [4.5341, 4.8650, 1.9142], [4.0194, 3.2294, 0.0406], [2.5251, 4.1002, 0.0629], [2.9726, 1.0935, 0.2124], [2.1561, 2.2548, -0.8910], [1.4376, 1.9485, 1.9989], [0.1700, 3.2501, -0.2109], [0.3513, 3.8699, 1.3069], [-1.9931, 3.1901, 0.7619], [-1.4083, 2.4038, 2.2758], [-3.5762, 1.8005, 0.2740], [-3.3536, 0.7135, 1.6523], [-3.1919, 0.0592, 0.0481]],
  "atomic_forces_ev_per_a": [[-0.82, 0.20, 2.34], [-0.27, -0.77, 1.88], [0.40, 0.14, 0.03], [-0.49, -0.14, -1.51], [-0.76, 0.28, 0.01], [1.10, -0.02, 0.21], [0.81, 2.64, -2.06], [1.50, -2.47, 1.10], [0.10, 1.04, 0.26], [-1.81, -0.11, 1.54], [-3.46, 1.27, 0.45], [-0.52, -1.42, 2.38], [1.93, -1.90, -2.00], [-1.42, 2.62, -3.71], [4.65, -1.27, -1.43], [-0.39, 0.60, 1.25], [-0.74, -1.54, 0.95], [-2.65, 2.58, 0.71], [1.96, 0.25, -0.15], [1.13, -0.65, -1.37], [-0.80, -1.79, 0.49], [-0.10, 0.05, -1.01], [1.06, -1.35, 1.58], [-0.18, 1.00, 0.95], [-1.93, 0.63, -1.06], [0.45, -1.88, 1.74], [1.89, -0.33, -0.05], [0.10, 0.40, 0.72], [0.41, 0.07, -0.29], [-1.72, -0.82, 0.44], [-0.01, 0.10, 0.01], [0.13, 0.11, 0.71], [0.37, -0.20, 0.23], [0.61, 0.33, -1.26], [-0.75, 0.82, 0.25], [0.90, -0.42, -0.76], [-0.30, 0.24, -0.54], [0.07, 0.13, -0.61], [-0.80, 0.29, -0.38], [-0.47, -0.09, -0.61], [-0.22, -0.36, -0.15], [0.27, 0.08, 0.34], [0.10, -0.50, -0.31], [0.99, 0.38, -0.52], [-0.17, 0.55, 0.14], [0.75, -0.11, -0.82], [0.47, 1.33, 0.72], [1.36, 0.34, 1.01], [-0.41, 1.64, 0.75], [0.19, -0.12, -2.47], [0.03, -0.55, -0.68], [1.93, 1.23, -0.42], [-0.21, 1.60, 0.30], [-0.62, -1.10, -0.46], [-0.80, -0.50, 0.11], [-0.57, -0.19, 0.28], [0.27, -0.32, -0.49], [0.32, 0.06, -0.03], [-0.36, 0.24, 0.25], [-0.36, 0.23, 0.25], [-1.01, -1.24, -0.30], [0.11, -0.62, 0.33], [-0.40, -0.57, -0.36], [-0.18, -0.17, 0.85], [-0.36, 0.00, 0.21], [-0.38, -0.37, 0.08], [0.06, 0.02, -0.20], [0.25, 0.18, 0.34], [-0.27, 0.25, -0.17]],
  "lowdin_spin": [1.5286, 0.0030, 0.0009, 0.0414, 0.0018, 0.0001, -0.0004, -0.0002, -0.0001, -0.0001, 0.0017, 0.0052, 0.0041, 0.0477, 0.0102, 0.0155, 0.0021, 0.0001, 0.0000, 0.0003, 0.0000, 0.0000, 0.0002, 0.0051, 0.0072, 0.0808, 0.0005, 0.0028, 0.0605, 0.0064, 0.0000, 0.0000, 0.0000, 0.0002, 0.0007, -0.0002, 0.0004, 0.0012, -0.0001, 0.0010, 0.0005, 0.0001, 0.0001, 0.0018, 0.0001, 0.0002, 0.0018, 0.0000, -0.0013, 0.0974, 0.0061, 0.0028, 0.0479, 0.0051, 0.0000, 0.0000, 0.0001, -0.0001, 0.0000, -0.0003, 0.0000, 0.0036, 0.0001, 0.0029, 0.0000, 0.0004, 0.0006, 0.0009, 0.0005],
  "s_squared": 2.004,
  "multiplicity": 3,
  "orbital_gap_ev": [9.97, 8.51],
  "de_lowest_kj_mol": 293.0,
  "lumo_ev": [0.405, -1.389]
}



2.
{
  "formula": "C3H7NO2",
  "method": "ωB97M-V/def2-TZVPD",
  "symbols": ["C", "N", "C", "O", "H", "H", "H", "H", "H", "C", "O", "H", "H"],
  "coordinates": [[1.7981, -0.0643, -0.2507], [0.4714, 0.4383, -0.3499], [-0.0805, 1.1502, 0.6453], [0.4126, 1.3312, 1.7427], [2.4378, 0.4233, -0.9822], [2.1399, 0.1387, 0.7620], [1.8037, -1.1316, -0.4381], [-0.0325, 0.3526, -1.2165], [-1.0536, 1.5729, 0.2386], [-1.9590, -1.0435, -0.0301], [-2.2969, -0.7138, -1.1469], [-2.3705, -0.5672, 0.8799], [-1.2705, -1.8868, 0.1460]],
  "atomic_forces_ev_per_a": [[0.52, -0.33, -0.02], [-0.17, 0.05, -0.15], [-0.77, 0.75, -0.43], [-0.49, 0.03, -0.40], [0.24, 0.03, 0.04], [0.17, -0.06, -0.12], [0.19, -0.28, 0.03], [-0.03, 0.10, 0.03], [0.54, -0.10, 1.03], [-0.65, -0.16, -0.71], [0.31, -0.17, 0.91], [0.07, 0.07, -0.15], [0.08, 0.06, -0.05]],
  "lowdin_charge": [-0.0733, -0.0492, -0.4087, 0.0135, 0.0869, 0.0867, 0.0815, 0.1196, 0.1445, -0.1586, -0.0228, 0.0912, 0.0886],
  "smiles": "CNC=O.C=O",
  "orbital_gap_ev": 10.50,
  "de_lowest_kj_mol": 180.8,
  "lumo_ev": 0.527
}



3.
{
  "formula": "C3H6N2",
  "method": "ωB97M-V/def2-TZVPD",
  "symbols": ["C", "C", "C", "N", "N", "H", "H", "H", "H", "H", "H"],
  "coordinates": [[1.0654, 0.1173, -0.5926], [1.2069, 1.3588, -0.2178], [1.0067, -1.3648, -0.7312], [-0.1058, -0.6154, -0.7715], [-1.4876, -0.6409, -0.6346], [0.2040, 1.8947, -0.1072], [2.1272, 1.9047, -0.1535], [-0.4812, -0.6287, 1.7674], [0.0767, -1.0640, 2.1654], [-1.8119, 0.2570, -0.8380], [-1.8004, -1.2186, 0.1135]],
  "atomic_forces_ev_per_a": [[-1.46, -0.42, 0.23], [-1.29, 1.72, -0.09], [-1.52, 0.40, -0.24], [1.41, -1.52, 0.09], [2.37, -1.16, -1.15], [1.73, -0.35, -0.03], [0.19, 0.02, 0.15], [1.45, -1.08, 1.20], [-1.45, 1.08, -1.00], [-1.10, 1.25, 0.32], [-0.34, 0.05, 0.52]],
  "lowdin_charge": [-0.3592, -0.0163, 0.1027, -0.1945, 0.1240, 0.0719, 0.0347, 0.0253, 0.0657, 0.0737, 0.0719],
  "orbital_gap_ev": 9.65,
  "de_lowest_kj_mol": 656.4,
  "lumo_ev": 0.732
}



Which formula does entry 3 have?
C3H6N2



Copy entry 2 word for word.
{
  "formula": "C3H7NO2",
  "method": "ωB97M-V/def2-TZVPD",
  "symbols": ["C", "N", "C", "O", "H", "H", "H", "H", "H", "C", "O", "H", "H"],
  "coordinates": [[1.7981, -0.0643, -0.2507], [0.4714, 0.4383, -0.3499], [-0.0805, 1.1502, 0.6453], [0.4126, 1.3312, 1.7427], [2.4378, 0.4233, -0.9822], [2.1399, 0.1387, 0.7620], [1.8037, -1.1316, -0.4381], [-0.0325, 0.3526, -1.2165], [-1.0536, 1.5729, 0.2386], [-1.9590, -1.0435, -0.0301], [-2.2969, -0.7138, -1.1469], [-2.3705, -0.5672, 0.8799], [-1.2705, -1.8868, 0.1460]],
  "atomic_forces_ev_per_a": [[0.52, -0.33, -0.02], [-0.17, 0.05, -0.15], [-0.77, 0.75, -0.43], [-0.49, 0.03, -0.40], [0.24, 0.03, 0.04], [0.17, -0.06, -0.12], [0.19, -0.28, 0.03], [-0.03, 0.10, 0.03], [0.54, -0.10, 1.03], [-0.65, -0.16, -0.71], [0.31, -0.17, 0.91], [0.07, 0.07, -0.15], [0.08, 0.06, -0.05]],
  "lowdin_charge": [-0.0733, -0.0492, -0.4087, 0.0135, 0.0869, 0.0867, 0.0815, 0.1196, 0.1445, -0.1586, -0.0228, 0.0912, 0.0886],
  "smiles": "CNC=O.C=O",
  "orbital_gap_ev": 10.50,
  "de_lowest_kj_mol": 180.8,
  "lumo_ev": 0.527
}